(1)
The following is a DFT calculation (ωB97M-V/def2-TZVPD) of 2 unconnected molecules or ions with the total composition C6H10.

ORCA input file:
```
! RIJCOSX wB97M-V def2-TZVPD def2/J DEFGRID3
* xyz 0 1
C 0.3239 0.6496 -1.1762
C 0.4503 1.2765 0.2122
C 0.7169 0.1500 1.2725
C -0.2677 -0.9047 1.1667
C -0.9845 -1.1511 0.0654
C -0.8134 -0.3866 -1.2305
H 1.2865 0.1730 -1.3824
H 0.1704 1.4003 -1.9601
H -0.5215 1.7733 0.4500
H 1.1835 2.0897 0.2387
H 1.0512 0.5157 2.2272
H 1.5152 -1.0082 1.6418
H -0.0198 -1.6333 1.9506
H -1.7179 -1.9516 0.0820
H -1.7644 0.0926 -1.4980
H -0.6086 -1.0852 -2.0597
*
```

Gap between HOMO and LUMO ... 9.1 eV
Energy above the lowest of the compared OMol25 structures with the same formula, charge and spin ... 2.926 eV

***

(2)
The following is a DFT calculation (ωB97M-V/def2-TZVPD) of 10 unconnected molecules or ions with the total composition C29H51N5O9.

ORCA input file:
```
! RIJCOSX wB97M-V def2-TZVPD def2/J DEFGRID3
* xyz 0 1
C 13.9905 13.6131 14.9896
N 13.2481 14.1304 13.8306
O 12.1096 13.7677 13.7025
O 13.7911 14.9705 13.1477
H 14.8739 14.2462 15.0852
H 14.1611 12.5533 14.7325
H 13.3104 13.5358 15.8545
C 10.8870 10.1514 12.9361
N 10.7789 10.1872 14.4313
O 10.6975 9.1232 15.0386
O 10.7522 11.2656 14.9873
H 11.3492 11.0340 12.4778
H 9.8449 10.0223 12.5232
H 11.5444 9.3083 12.6764
C 15.2417 10.4461 13.6306
C 14.7947 9.0993 13.5976
C 14.1181 8.9536 12.3807
N 14.2034 10.1568 11.6887
C 14.8930 11.0780 12.4610
H 15.8014 10.9231 14.4317
H 14.8934 8.4169 14.4370
H 13.6093 8.1549 11.8322
H 13.7484 10.3504 10.8307
H 15.1433 12.0346 12.0275
C 12.3089 6.2599 9.5712
C 10.9679 6.2445 10.0622
C 10.6310 7.5104 10.4546
N 11.6583 8.3490 10.0981
C 12.6901 7.5747 9.5757
H 12.9337 5.4230 9.2258
H 10.3207 5.3979 10.1116
H 9.6972 7.9185 10.8254
H 11.7705 9.3344 10.0417
H 13.5835 8.0988 9.2224
C 14.1895 12.2058 18.7451
C 13.3210 13.1525 19.2129
C 12.0556 12.8855 18.8248
N 12.0833 11.7004 18.1010
C 13.3827 11.2816 18.0609
H 15.2906 12.2014 18.8512
H 13.5348 14.0167 19.8781
H 11.0857 13.3173 19.0216
H 11.3107 11.2079 17.7228
H 13.5999 10.3545 17.5476
C 12.3240 12.9102 10.9357
C 11.9782 12.2504 9.6182
C 11.3880 13.0544 8.5124
O 12.2303 11.0583 9.4315
H 12.7165 12.1622 11.6796
H 11.4918 13.5170 11.3815
H 13.1316 13.5811 10.7093
H 12.2309 13.5436 7.9827
H 10.7699 13.8469 8.9296
H 10.8858 12.4137 7.7723
C 6.4418 13.1737 16.7780
C 6.4977 11.6793 17.0644
C 7.8533 11.1245 17.3909
O 5.5590 10.9244 16.9129
H 5.4330 13.4768 16.5305
H 7.1574 13.4910 15.9468
H 6.6308 13.7024 17.7298
H 7.9885 10.1977 16.8693
H 7.7946 10.9218 18.4600
H 8.5727 11.8828 17.1047
C 7.2119 9.8562 9.8042
C 6.9427 10.4425 11.1984
C 5.4757 10.6314 11.7130
O 7.8835 10.8773 11.8105
H 6.4291 9.2557 9.3551
H 8.1379 9.2678 9.8698
H 7.4256 10.7494 9.1524
H 4.9674 11.3442 11.0576
H 5.5156 11.0965 12.6598
H 4.9123 9.6883 11.7721
C 11.7866 5.3462 17.0050
C 12.7314 6.1582 16.1164
C 12.4012 6.1226 14.6778
O 13.6451 6.8240 16.5511
H 11.1971 4.6052 16.4919
H 11.0568 6.0328 17.4534
H 12.3892 4.9569 17.8162
H 11.3307 6.0202 14.5824
H 12.9090 5.2698 14.2342
H 12.6925 7.1319 14.3067
C 6.2104 7.7936 14.3403
C 7.0719 7.0725 13.3542
C 7.7915 5.8044 13.7965
O 7.2495 7.4765 12.2535
H 5.7011 7.0653 15.0427
H 5.5000 8.4529 13.7839
H 6.8051 8.4130 14.9625
H 7.3243 4.9451 13.3403
H 7.8341 5.6811 14.9137
H 8.8014 5.8158 13.3938
*
```

SMILES ... C[N+](=O)[O-].C[N+](=O)[O-].c1cc[nH]c1.c1cc[nH]c1.c1cc[nH]c1.CC(C)=O.CC(C)=O.CC(C)=O.CC(C)=O.CC(C)=O
Gap between HOMO and LUMO ... 8.4 eV

***

(3)
The following is a DFT calculation (ωB97M-V/def2-TZVPD) of a molecular structure, C37H61B3Br43IN2O5P.

ORCA input file:
```
! RIJCOSX wB97M-V def2-TZVPD def2/J DEFGRID3
* xyz 1 1
C -0.6959 0.1514 -6.2841
C -1.9782 -0.1050 -5.4833
B -2.2556 0.9451 -4.3499
O -3.2747 1.8216 -4.5864
C -1.5467 0.9850 -2.8961
C -2.8427 0.7187 -2.0749
C -0.6909 -0.2950 -2.7092
C 0.2986 -0.3788 -1.5583
C 1.3024 -1.5766 -1.7161
C 1.5803 -2.3757 -3.0076
C 2.1289 -1.7546 -4.2756
I -0.0495 -3.6896 -3.5303
P -0.5202 -0.6448 0.1331
C -1.5136 -2.1547 -0.0643
C 0.8866 -1.1296 1.2022
N 1.0032 0.9736 -1.3907
B 2.1208 1.0047 -2.4326
C 3.6086 0.7560 -2.0148
O 1.7168 1.1919 -3.6938
C 0.1926 2.3082 -1.3607
B 1.4638 3.3859 -1.4138
O 2.3315 3.2692 -0.3310
C 1.8381 4.5564 -2.3774
C 3.3681 4.6422 -2.6121
C -0.3936 2.7767 0.0189
Br -2.1653 2.1475 0.6377
C -0.5144 4.3214 0.0316
C 0.3814 5.0756 1.0459
C -0.9139 2.3737 -2.4755
N -0.7975 3.4075 -3.5349
C -1.7504 4.4702 -3.3414
C -1.2688 5.8647 -3.5550
O -2.9036 4.2059 -3.0390
C -0.4871 3.3608 -4.9367
C 0.9218 3.3189 -5.4612
O -1.3856 3.5721 -5.7320
H -0.8506 0.9410 -7.0165
H -0.4016 -0.7440 -6.8312
H 0.1391 0.4143 -5.6379
H -1.9095 -1.1092 -5.0511
H -2.8282 -0.1300 -6.1634
H -3.2479 2.6145 -4.0293
H -3.4079 1.6266 -1.8877
H -3.4919 0.0495 -2.6488
H -2.6432 0.1976 -1.1418
H -1.3841 -1.1235 -2.5929
H -0.1481 -0.4926 -3.6288
H 2.2794 -1.3859 -1.2675
H 0.9312 -2.3689 -1.0656
H 2.3140 -3.1144 -2.6876
H 1.3974 -1.2126 -4.8633
H 2.5144 -2.5485 -4.9134
H 2.9691 -1.0893 -4.0760
H -2.1083 -2.1446 -0.9719
H -2.2032 -2.1508 0.7793
H -0.9277 -3.0719 0.0052
H 1.8505 -0.8995 0.7479
H 0.8874 -2.1932 1.4421
H 0.8174 -0.5675 2.1291
H 1.5090 0.9248 -0.5056
H 3.8104 0.8399 -0.9460
H 3.8363 -0.2818 -2.2683
H 4.3098 1.3751 -2.5703
H 2.4409 1.4467 -4.2720
H 2.9457 2.5352 -0.3189
H 1.5565 5.4705 -1.8458
H 1.3464 4.6098 -3.3340
H 3.8008 3.6585 -2.7873
H 3.8811 5.1056 -1.7776
H 3.5607 5.2266 -3.5109
H 0.2464 2.4252 0.8224
H -1.5296 4.5759 0.3239
H -0.4416 4.7471 -0.9678
H 1.2351 5.5528 0.5728
H 0.7432 4.3830 1.7986
H -0.1949 5.8504 1.5430
H -1.7461 2.7595 -1.8959
H -2.1228 6.4508 -3.8868
H -0.9075 6.2911 -2.6222
H -0.5016 5.9192 -4.3226
H 1.0101 4.1769 -6.1259
H 1.6922 3.4028 -4.7100
H 1.0808 2.4199 -6.0489
C -0.1514 1.6103 4.7094
Br -1.1894 0.2126 3.9149
Br 1.4134 1.9944 3.6437
Br -1.1945 3.1859 5.0241
H 0.1997 1.2476 5.6653
C 2.5707 8.7209 1.3410
Br 2.9582 7.6910 2.9113
Br 2.8869 7.6958 -0.2630
Br 0.7900 9.4301 1.3750
H 3.2565 9.5543 1.3119
C 0.0215 -2.9080 6.7528
Br -0.8586 -4.3346 5.8157
Br 1.5158 -2.2198 5.7512
Br -1.2011 -1.5130 7.2336
H 0.4034 -3.3327 7.6676
C -6.4120 1.2049 -4.0980
Br -5.7323 -0.5897 -4.0882
Br -7.9115 1.3864 -5.2793
Br -6.8175 1.8094 -2.3182
H -5.6182 1.8324 -4.4770
C -8.5158 3.8816 -8.7245
Br -9.5269 5.3765 -8.0685
Br -9.5494 2.2619 -8.6897
Br -7.7978 4.2212 -10.4729
H -7.6808 3.7398 -8.0550
C 6.5811 6.9486 -0.3276
Br 7.0855 7.2584 1.4984
Br 7.4015 8.2046 -1.5242
Br 6.9321 5.1329 -0.8638
H 5.5145 7.0985 -0.3887
C -3.2017 -5.4998 3.1264
Br -3.3688 -6.4567 1.4694
Br -3.2471 -3.5967 2.8454
Br -4.5098 -6.0571 4.4124
H -2.2299 -5.7349 3.5350
C -5.7504 -9.2892 0.3384
Br -4.5151 -8.8168 -1.0605
Br -7.4344 -8.3962 0.1155
Br -5.9615 -11.1914 0.4748
H -5.3230 -8.9420 1.2677
C 3.9386 -4.7652 0.2152
Br 3.6722 -5.7837 -1.3859
Br 4.1129 -2.8852 -0.1958
Br 2.5324 -5.0518 1.4883
H 4.8671 -5.0810 0.6664
C -0.5175 -4.1304 11.1089
Br -1.5301 -5.3201 9.9969
Br 1.0814 -3.5680 10.2025
Br -1.5689 -2.6238 11.6781
H -0.2092 -4.6619 11.9983
C 10.0656 3.0100 -3.1197
Br 11.8409 3.6753 -2.8446
Br 9.2935 2.3684 -1.4735
Br 8.9439 4.3154 -3.9765
H 10.1354 2.1637 -3.7853
C -2.8422 -9.2957 8.3475
Br -2.4720 -7.7093 7.3225
Br -1.8928 -9.3037 10.0128
Br -4.7274 -9.5503 8.5966
H -2.4757 -10.1330 7.7716
C 0.9942 -2.6991 14.5793
Br 1.4923 -4.5574 14.6207
Br 0.9498 -1.9285 16.3348
Br 2.1194 -1.7028 13.3845
H -0.0084 -2.6519 14.1802
C -0.2008 -12.4886 6.2064
Br -1.8582 -11.7438 5.5688
Br 1.2217 -12.2045 4.9495
Br 0.2517 -11.8232 7.9514
H -0.3456 -13.5545 6.2945
*
```

Gap between HOMO and LUMO ... 7.5 eV
Energy above the lowest of the compared OMol25 structures with the same formula, charge and spin ... 0.000 eV

***

(4)
The following is a DFT calculation (ωB97M-V/def2-TZVPD) of 11 unconnected molecules or ions with the total composition C34H55BCl10N5O8.

ORCA input file:
```
! RIJCOSX wB97M-V def2-TZVPD def2/J DEFGRID3
* xyz -1 1
O 0.6944 1.4355 -2.9226
C 0.3217 0.8068 -1.9871
O 0.6127 -0.4423 -1.6689
B -0.1207 -0.8133 -0.4317
O -0.7918 0.4299 0.0053
C -0.6269 1.3393 -0.9105
O -1.1342 2.4309 -0.9241
O 0.8636 -1.3400 0.5447
C 0.3718 -2.4034 1.1350
O 0.8197 -2.9610 2.0901
C -0.9198 -2.8018 0.3688
O -1.0818 -1.9178 -0.5976
O -1.6486 -3.6971 0.6554
C 1.5659 3.2662 -7.0422
C 2.8327 2.4384 -6.9296
C 2.9815 1.6842 -5.6032
C 2.1595 0.4913 -5.4926
N 1.5117 -0.4511 -5.4018
H 1.5415 3.7825 -8.0058
H 1.4920 4.0653 -6.3024
H 0.6938 2.6140 -6.9665
H 3.7155 3.0690 -7.0859
H 2.9811 1.7250 -7.7451
H 2.8078 2.3152 -4.7279
H 4.0275 1.4004 -5.4621
C -0.9675 6.0937 -3.7738
C -1.4919 4.9326 -4.6144
C -1.0900 3.5779 -4.0563
C -1.4546 2.3725 -4.8046
N -1.6706 1.4386 -5.4363
H -1.4001 6.1064 -2.7723
H -1.2841 7.0219 -4.2505
H 0.1193 6.0444 -3.6928
H -1.2321 5.0150 -5.6725
H -2.5861 4.9824 -4.5915
H -1.5867 3.4997 -3.0851
H -0.0139 3.4797 -3.9004
C -5.5777 -4.5129 4.0482
C -4.2198 -3.8748 4.3615
C -3.1901 -4.2081 3.2842
C -3.0239 -5.6587 3.1077
N -2.8910 -6.7904 2.9790
H -6.3601 -4.1578 4.7195
H -5.4410 -5.5892 4.1651
H -5.9145 -4.2710 3.0395
H -3.8272 -4.1989 5.3265
H -4.4187 -2.8021 4.4371
H -2.2270 -3.7353 3.4640
H -3.5479 -3.9551 2.2803
C -4.3738 -0.9383 0.6617
C -5.3912 -2.0643 0.5907
C -6.6196 -1.7979 1.4619
C -7.2840 -0.5091 1.2373
N -7.7866 0.5069 1.0526
H -3.9530 -0.8539 1.6646
H -4.8082 0.0033 0.3239
H -3.5604 -1.1683 -0.0292
H -4.9255 -2.9671 0.9956
H -5.6229 -2.3005 -0.4479
H -6.3391 -1.8012 2.5233
H -7.2805 -2.6685 1.4708
C 6.3333 -0.5581 0.0766
C 4.9325 -0.0692 0.3400
C 3.8640 -0.6451 -0.5883
C 4.0136 -0.3500 -2.0052
N 4.1366 -0.0962 -3.1172
H 6.5994 -1.5249 0.5143
H 7.0606 0.1241 0.5293
H 6.5924 -0.5899 -0.9843
H 4.9662 1.0199 0.2331
H 4.6818 -0.2288 1.3902
H 2.9063 -0.1778 -0.3512
H 3.8023 -1.7132 -0.3788
Cl 3.0289 4.7347 -3.1911
C 2.9726 3.5493 -1.8624
C 3.9794 3.9311 -0.7948
Cl 5.6188 3.4992 -1.3490
H 3.2079 2.5527 -2.2330
H 1.9367 3.5365 -1.5254
H 3.7676 3.3614 0.1117
H 4.0001 4.9652 -0.4611
Cl 1.9071 -6.7402 3.2255
C 1.6255 -6.0778 1.5943
C 0.2563 -6.4275 1.0798
Cl 0.0980 -8.1976 0.7949
H 2.4008 -6.5692 1.0073
H 1.8621 -5.0203 1.6596
H 0.0643 -5.9282 0.1319
H -0.5466 -6.1663 1.7631
Cl -2.9747 5.6510 0.6770
C -1.2196 5.3083 0.4312
C -0.7177 4.2709 1.4214
Cl -0.8528 4.8575 3.1012
H -0.7196 6.2698 0.5050
H -1.0529 4.9193 -0.5715
H 0.3440 4.1105 1.2562
H -1.3227 3.3743 1.3926
Cl 1.9716 -4.7348 6.1250
C 0.7107 -3.9477 5.1624
C 0.3288 -2.5793 5.7139
Cl 1.6168 -1.3577 5.4374
H -0.1760 -4.5704 5.2824
H 1.0430 -3.9095 4.1324
H 0.2377 -2.6220 6.7946
H -0.5836 -2.2394 5.2320
Cl 2.1412 1.8457 1.4108
C 1.8770 0.9573 2.9456
C 1.6976 1.9509 4.0730
Cl 3.2090 2.7182 4.5478
H 2.6906 0.2607 3.1272
H 0.9682 0.3779 2.7971
H 1.2938 1.4471 4.9497
H 0.9930 2.7300 3.7868
*
```

Gap between HOMO and LUMO ... 10.1 eV

***

(5)
The following is a DFT calculation (ωB97M-V/def2-TZVPD) of a single C4H6N4 molecule.

ORCA input file:
```
! RIJCOSX wB97M-V def2-TZVPD def2/J DEFGRID3
* xyz 0 1
H 1.2337 -0.6337 -2.1010
N 0.3430 -0.1907 -1.9810
C 0.5729 -0.1208 -0.7017
C 1.6536 -1.1822 -0.5005
N 2.4786 -1.9975 -0.5259
N -0.0773 0.2503 0.5183
C 0.1916 -0.1212 1.8465
N -1.4740 0.8013 0.3491
C -1.8308 1.1654 -0.9059
H -0.7514 0.0818 2.3566
H 1.1263 0.1078 2.4578
H 0.2828 -1.2642 2.0284
H -2.7755 1.9246 -1.0717
H -0.9734 1.1791 -1.7690
*
```

SMILES ... [H]/N=C(\C#N)N(C)N=C
Gap between HOMO and LUMO ... 9.7 eV
Energy above the lowest of the compared OMol25 structures with the same formula, charge and spin ... 5.848 eV

***

(6)
The following is a DFT calculation (ωB97M-V/def2-TZVPD) of 11 unconnected molecules or ions with the total composition C25H49Br20O2.

ORCA input file:
```
! RIJCOSX wB97M-V def2-TZVPD def2/J DEFGRID3
* xyz -1 1
C -3.1728 3.0599 -2.3713
C -3.8542 1.6852 -2.4672
C -4.9634 1.6204 -3.5294
C -2.8537 0.5444 -2.5859
C -1.7537 0.7420 -3.6473
O -0.5843 0.4021 -3.2858
O -2.0783 1.1599 -4.7758
H -2.0974 3.0043 -2.4969
H -3.5502 3.7143 -3.1509
H -3.3996 3.5225 -1.4166
H -4.3715 1.5319 -1.5225
H -4.7266 0.8892 -4.2884
H -5.8992 1.2987 -3.0825
H -5.0963 2.5676 -4.0413
H -2.3692 0.4471 -1.6235
H -3.3260 -0.4139 -2.8031
Br 4.9525 1.0425 -2.8050
C 3.1959 0.4414 -3.4176
C 2.1831 0.4288 -2.3096
Br 2.4308 -1.0903 -1.1120
H 3.3439 -0.5347 -3.8663
H 2.9019 1.1532 -4.1849
H 1.1717 0.3124 -2.7141
H 2.2192 1.3196 -1.6916
Br 8.3080 1.4030 -0.6891
C 7.5151 3.0493 -0.0200
C 7.0984 2.9199 1.4208
Br 5.4598 1.8915 1.6005
H 6.6835 3.2873 -0.6755
H 8.2902 3.8056 -0.1262
H 6.8725 3.9001 1.8371
H 7.8491 2.4307 2.0334
Br -5.4929 -1.6587 -5.6502
C -4.4214 -1.1734 -7.2067
C -3.5196 0.0093 -6.9440
Br -4.5308 1.6652 -6.9960
H -5.1130 -0.9778 -8.0195
H -3.8438 -2.0684 -7.4300
H -2.7833 0.1030 -7.7393
H -3.0085 -0.0218 -5.9835
Br 3.7793 3.9013 -0.9000
C 2.9976 5.5286 -0.1778
C 2.5707 5.3302 1.2522
Br 0.9243 4.3060 1.3728
H 2.1758 5.8060 -0.8296
H 3.7806 6.2817 -0.2425
H 2.3492 6.2851 1.7254
H 3.3164 4.8010 1.8383
Br 0.8351 6.1501 4.9257
C 1.4154 4.7198 6.1108
C 1.6444 3.4424 5.3484
Br -0.0366 2.5785 4.8854
H 0.6589 4.6182 6.8815
H 2.3426 5.0724 6.5575
H 2.1791 2.7232 5.9615
H 2.1864 3.5966 4.4200
Br 4.6329 2.5457 7.8536
C 4.3938 0.6137 7.8498
C 4.8522 0.0044 6.5514
Br 3.5745 0.3206 5.1245
H 3.3451 0.4288 8.0569
H 4.9965 0.2465 8.6777
H 4.9220 -1.0770 6.6460
H 5.8051 0.4001 6.2136
Br -1.5629 -2.2201 -0.7842
C -1.6265 -3.7023 -2.0234
C -2.6179 -3.4279 -3.1237
Br -4.4684 -3.6769 -2.5832
H -1.8353 -4.6016 -1.4543
H -0.6245 -3.7660 -2.4436
H -2.4763 -4.1295 -3.9439
H -2.5401 -2.4114 -3.4993
Br -3.6602 -6.9450 -1.0125
C -4.6004 -8.5470 -1.5862
C -4.9875 -8.4725 -3.0379
Br -6.5183 -7.2995 -3.3124
H -5.4555 -8.6607 -0.9316
H -3.9045 -9.3670 -1.4184
H -5.3048 -9.4493 -3.3972
H -4.1892 -8.0975 -3.6695
Br 7.2868 3.9002 4.7583
C 7.8109 4.7089 6.4476
C 9.1492 4.2031 6.9168
Br 9.0035 2.4051 7.6390
H 7.0145 4.4972 7.1539
H 7.8531 5.7789 6.2565
H 9.5228 4.8163 7.7338
H 9.8895 4.1662 6.1250
Br -10.5012 -6.4471 -0.8078
C -9.6833 -8.2107 -0.8130
C -9.0315 -8.5256 0.5070
Br -7.3428 -7.5833 0.7082
H -8.9808 -8.2286 -1.6407
H -10.4969 -8.9055 -1.0104
H -8.7814 -9.5829 0.5638
H -9.6470 -8.2552 1.3583
*
```

Gap between HOMO and LUMO ... 6.3 eV
Energy above the lowest of the compared OMol25 structures with the same formula, charge and spin ... 0.000 eV

***

Number 1: LUMO 1.047 eV. Number 2: LUMO 0.360 eV. Number 3: LUMO -2.850 eV. Number 4: LUMO 1.781 eV. Number 5: LUMO 0.076 eV. Number 6: LUMO 1.299 eV.